{"formula": "C22H19BN9O6W", "method": "ωB97M-V with the def2-TZVPD basis set", "total_charge": 1, "gap_ev": [5.7, 7.9], "e_tot_ev": -51315.959, "s_squared": 2.018, "spin_multiplicity": 3, "relative_energy_ev": 0.238, "lumo_energy_ev": [-3.45, -4.27], "homo_ev": [-9.1, -12.2], "elements": ["W", "O", "C", "O", "C", "C", "C", "C", "C", "N", "C", "O", "O", "H", "H", "H", "H", "C", "C", "N", "N", "C", "B", "N", "C", "C", "C", "N", "N", "C", "C", "C", "N", "H", "H", "H", "H", "H", "H", "H", "H", "H", "H", "O", "N", "N", "O", "C", "C", "C", "C", "C", "C", "H", "H", "H", "H", "H"], "coordinates": [[0.1579, 0.1501, -0.4847], [-1.2014, -3.7248, 1.0523], [-1.0078, -2.4470, 0.7398], [-0.0816, -2.1183, -0.0650], [-1.8224, -1.4692, 1.3031], [-2.9447, -1.6644, 2.1329], [-3.6750, -0.5861, 2.5396], [-3.2837, 0.7142, 2.1134], [-2.1865, 0.8375, 1.3258], [-1.4341, -0.2113, 0.9286], [-1.6579, 2.1300, 0.8266], [-2.0693, 3.2079, 1.1327], [-0.6305, 1.9248, -0.0054], [-0.5751, -4.2716, 0.5573], [-3.2056, -2.6756, 2.4142], [-4.5447, -0.7125, 3.1693], [-3.8323, 1.6048, 2.3851], [1.9380, 3.5644, -2.5603], [1.0749, 2.4817, -2.5023], [1.3791, 1.7180, -1.4505], [2.4099, 2.2963, -0.8107], [2.7701, 3.4033, -1.4634], [3.0866, 1.6042, 0.3941], [3.2800, 0.1340, -0.0073], [4.4005, -0.5387, -0.2672], [4.0674, -1.8109, -0.7032], [2.6818, -1.8330, -0.6915], [2.2147, -0.6559, -0.2588], [2.1438, 1.6056, 1.5923], [2.2530, 2.2677, 2.7510], [1.2135, 1.8833, 3.5714], [0.4960, 0.9601, 2.8156], [1.0684, 0.7902, 1.6233], [1.9506, 4.3603, -3.2840], [0.2680, 2.2141, -3.1663], [3.5919, 4.0051, -1.1111], [4.1264, 2.1330, 0.6505], [5.3654, -0.0856, -0.1043], [4.7361, -2.6069, -0.9803], [2.0003, -2.6255, -0.9405], [3.0593, 2.9617, 2.9255], [1.0010, 2.2135, 4.5734], [-0.3832, 0.4031, 3.0900], [-1.3969, 0.0276, -1.6564], [-1.3735, -0.3980, -2.8681], [-0.2166, -0.7404, -3.1791], [0.7213, -0.7220, -2.2554], [0.1705, -1.0205, -4.5342], [-0.8038, -1.3529, -5.4670], [-0.4193, -1.5508, -6.7797], [0.9149, -1.4158, -7.1477], [1.8729, -1.1021, -6.1948], [1.5087, -0.9110, -4.8720], [-1.8367, -1.4546, -5.1614], [-1.1633, -1.8160, -7.5187], [1.2074, -1.5591, -8.1793], [2.9104, -1.0009, -6.4832], [2.2417, -0.6688, -4.1158]], "forces_ev_per_a": [[2.3, -0.2, 3.7], [0.0, -0.1, -0.1], [-0.2, -0.3, 0.3], [0.5, 1.2, -0.7], [0.1, -0.2, 0.0], [-0.1, 0.0, 0.1], [0.1, 0.0, 0.0], [-0.2, 0.0, 0.1], [0.0, -0.1, -0.1], [0.1, 0.6, -0.4], [0.0, 0.0, 0.0], [0.0, 0.1, -0.1], [0.0, -0.3, -0.6], [0.0, 0.0, 0.0], [0.0, 0.0, 0.0], [0.0, 0.0, 0.0], [0.0, 0.0, 0.0], [0.0, 0.1, 0.0], [0.0, -0.1, -0.1], [-0.4, -0.5, 0.3], [0.2, 0.1, -0.1], [-0.1, 0.1, -0.1], [0.0, 0.1, 0.0], [0.1, 0.1, -0.1], [0.1, -0.1, 0.1], [0.0, 0.0, 0.0], [0.1, -0.1, 0.1], [-0.5, 0.0, -0.5], [0.1, 0.0, 0.1], [0.0, 0.0, 0.1], [-0.1, -0.1, 0.0], [0.0, -0.1, 0.1], [-0.3, 0.0, -0.7], [0.0, 0.0, 0.0], [-0.1, 0.0, 0.1], [0.0, -0.1, 0.0], [0.0, 0.0, 0.0], [-0.1, 0.0, 0.0], [0.0, 0.0, 0.0], [0.0, 0.0, -0.1], [0.0, -0.1, -0.1], [0.0, 0.0, 0.0], [0.0, 0.0, 0.0], [-1.8, -0.1, -0.5], [-0.2, 0.3, -0.5], [0.4, -0.2, -0.3], [0.0, 0.0, -0.2], [0.0, -0.3, -0.4], [-0.1, 0.0, 0.2], [0.0, 0.0, -0.1], [0.0, 0.0, 0.0], [0.0, 0.0, -0.1], [0.0, 0.1, 0.2], [0.0, 0.0, -0.1], [0.0, 0.0, 0.0], [0.0, 0.0, 0.0], [0.0, 0.0, 0.0], [0.0, 0.0, 0.0]], "mulliken_spin": [0.861, 0.049, 0.173, 0.102, 0.214, 0.011, 0.100, 0.109, 0.025, 0.228, -0.012, 0.021, -0.028, 0.001, 0.009, 0.005, 0.000, -0.001, -0.022, 0.063, -0.041, 0.000, 0.033, -0.017, 0.005, 0.001, 0.007, 0.016, -0.012, 0.003, -0.001, 0.010, -0.013, 0.000, 0.001, 0.000, 0.000, 0.000, 0.000, 0.000, 0.000, 0.000, -0.001, 0.018, -0.045, 0.071, 0.042, -0.007, 0.010, -0.005, 0.009, -0.005, 0.012, 0.000, 0.000, 0.000, 0.000, 0.000]}

{"formula": "C9H20Br3CuN", "method": "ωB97M-V with the def2-TZVPD basis set", "gap_ev": [7.2, 4.4], "e_tot_ev": -265911.482, "s_squared": 0.762, "spin_multiplicity": 2, "relative_energy_ev": 2.164, "lumo_energy_ev": [-0.49, -3.19], "homo_ev": [-7.7, -7.6], "elements": ["Cu", "C", "C", "C", "N", "C", "C", "C", "C", "C", "C", "H", "H", "H", "H", "H", "H", "H", "H", "H", "H", "H", "H", "H", "H", "H", "H", "H", "H", "H", "H", "Br", "Br", "Br"], "coordinates": [[29.4917, -31.8439, -20.0600], [27.8145, -34.4623, -29.5304], [28.5204, -34.8610, -28.1928], [27.8082, -34.1004, -26.9434], [28.2324, -34.5552, -25.4971], [27.0053, -34.3171, -24.5032], [26.9634, -32.8000, -24.0602], [28.3908, -32.4000, -23.4854], [29.5107, -32.5180, -24.4557], [29.6167, -33.9629, -24.9996], [28.3945, -36.0780, -25.6240], [28.0586, -35.0994, -30.3805], [28.0733, -33.4583, -29.8668], [26.7606, -34.2098, -29.4137], [29.5893, -34.6622, -28.2698], [28.3113, -35.9306, -28.2144], [26.7494, -34.2221, -27.1724], [28.0253, -33.0403, -26.8125], [26.0558, -34.6353, -24.9337], [27.2149, -34.9776, -23.6618], [26.4849, -32.0681, -24.7110], [26.0734, -32.8146, -23.4310], [28.3557, -31.3383, -23.2415], [28.5347, -32.9117, -22.5338], [29.3298, -31.9288, -25.3547], [30.4119, -32.0785, -24.0279], [30.4208, -33.9873, -25.7351], [29.9086, -34.6351, -24.1928], [28.6378, -36.5136, -24.6549], [29.2939, -36.1825, -26.2308], [27.4224, -36.4096, -25.9889], [30.0626, -29.4561, -21.7348], [30.3221, -31.0717, -17.3067], [26.6102, -32.1885, -19.7144]], "forces_ev_per_a": [[-1.2, 1.6, 0.1], [0.4, 2.0, 0.4], [-1.4, 1.0, -0.1], [1.7, -0.3, -0.3], [-0.9, -1.6, -0.9], [1.5, 2.1, -0.5], [0.5, -1.7, 0.3], [-2.7, 1.3, 0.3], [-0.7, -1.2, -1.4], [-0.4, 0.4, 1.1], [0.5, 1.6, 0.9], [-0.3, -0.3, 0.4], [0.9, 0.2, 0.0], [-0.4, -1.2, 0.1], [0.0, -0.1, 0.2], [0.4, 0.0, 0.9], [-0.1, -0.2, 1.0], [0.0, 0.1, -1.1], [0.4, -0.1, -0.6], [0.1, 0.3, 0.2], [1.0, -0.2, -1.3], [0.7, 0.0, 1.5], [-0.2, 0.0, 0.4], [0.2, -0.2, 0.0], [-0.2, 0.5, 0.1], [0.3, -0.6, 0.0], [-0.6, -0.5, -0.6], [-0.1, -0.1, 0.0], [-0.3, 0.2, 0.1], [-0.6, -0.6, -0.4], [0.5, -0.5, -0.3], [-0.1, -1.4, 0.6], [-0.3, -0.3, -0.8], [1.6, -0.1, -0.2]], "mulliken_spin": [0.069, 0.000, 0.000, 0.000, 0.000, 0.000, 0.001, 0.004, -0.002, 0.000, 0.000, 0.000, 0.000, 0.000, 0.000, 0.000, 0.000, 0.000, 0.000, 0.000, 0.000, -0.001, 0.001, -0.001, 0.000, 0.000, 0.000, 0.000, 0.000, 0.000, 0.000, 0.016, 0.780, 0.132]}

{"formula": "C36H67BKN6O3SSi", "method": "ωB97M-V with the def2-TZVPD basis set", "total_charge": -1, "gap_ev": 7.1, "e_tot_ev": -89230.541, "relative_energy_ev": 0.000, "lumo_energy_ev": 2.30, "homo_ev": -4.8, "elements": ["K", "C", "C", "C", "C", "N", "N", "B", "N", "N", "C", "C", "C", "C", "C", "C", "C", "C", "N", "N", "C", "C", "C", "C", "C", "C", "C", "C", "C", "C", "C", "C", "H", "H", "H", "H", "H", "H", "H", "H", "H", "H", "H", "H", "H", "H", "H", "H", "H", "H", "H", "H", "H", "H", "H", "H", "H", "H", "H", "H", "H", "H", "H", "H", "H", "H", "H", "H", "H", "H", "H", "H", "C", "C", "C", "C", "O", "Si", "S", "O", "C", "C", "C", "C", "O", "C", "C", "C", "C", "H", "H", "H", "H", "H", "H", "H", "H", "H", "H", "H", "H", "H", "H", "H", "H", "H", "H", "H", "H", "H", "H", "H", "H", "H", "H", "H"], "coordinates": [[0.2107, -0.0847, -0.0468], [-4.2090, 3.6560, 1.7549], [-3.4940, 2.9298, 0.6626], [-3.6904, 3.0262, -0.6980], [-2.7593, 2.1287, -1.2592], [-2.0538, 1.5440, -0.3090], [-2.5076, 2.0297, 0.8730], [-1.9786, 1.5421, 2.2336], [-0.4543, 1.8978, 2.3842], [0.2531, 2.4688, 1.3741], [1.2900, 3.0778, 1.9238], [1.2771, 2.9044, 3.3215], [0.1539, 2.1472, 3.5682], [-0.3905, 1.6628, 4.8679], [2.3103, 3.7967, 1.0707], [2.7970, 5.0512, 1.8015], [3.5055, 2.8686, 0.8204], [1.6817, 4.2057, -0.2622], [-2.2902, 0.0424, 2.4684], [-1.8908, -0.9178, 1.5983], [-2.3837, -2.0643, 2.0382], [-3.1405, -1.8529, 3.2048], [-3.0577, -0.4948, 3.4440], [-3.7314, 0.2754, 4.5333], [-2.0709, -3.3640, 1.3340], [-2.1874, -3.1799, -0.1822], [-0.6429, -3.7966, 1.6964], [-3.0525, -4.4479, 1.7824], [-2.5118, 1.8489, -2.7230], [-3.8495, 1.5884, -3.4237], [-1.8364, 3.0720, -3.3580], [-1.6080, 0.6304, -2.9033], [-4.9284, 4.3461, 1.3144], [-3.5179, 4.2257, 2.3768], [-4.7491, 2.9701, 2.4096], [-4.4072, 3.6554, -1.2003], [-2.5629, 2.1458, 3.0956], [1.9873, 3.2574, 4.0517], [0.3268, 1.8572, 5.6646], [-0.5967, 0.5912, 4.8367], [-1.3244, 2.1733, 5.1120], [3.2854, 4.7975, 2.7444], [1.9635, 5.7218, 2.0196], [3.5205, 5.5880, 1.1824], [3.9780, 2.5856, 1.7646], [4.2550, 3.3639, 0.1954], [3.1936, 1.9503, 0.3177], [0.8665, 4.9134, -0.1002], [1.2601, 3.3456, -0.7807], [2.4330, 4.6740, -0.9042], [-3.6876, -2.5729, 3.7903], [-4.3725, -0.4039, 5.0950], [-4.3495, 1.0810, 4.1366], [-3.0207, 0.7218, 5.2285], [-1.4449, -2.4760, -0.5557], [-3.1826, -2.8173, -0.4508], [-2.0074, -4.1309, -0.6898], [0.0901, -3.0601, 1.3647], [-0.3919, -4.7403, 1.2052], [-0.5497, -3.9273, 2.7782], [-4.0847, -4.1606, 1.5684], [-2.9661, -4.6449, 2.8535], [-2.8382, -5.3791, 1.2534], [-4.5202, 2.4442, -3.3260], [-4.3471, 0.7183, -2.9914], [-3.6894, 1.4016, -4.4888], [-2.4670, 3.9584, -3.2623], [-1.6445, 2.8970, -4.4204], [-0.8854, 3.2810, -2.8637], [-2.0125, -0.2467, -2.3954], [-0.6112, 0.8255, -2.5070], [-1.4982, 0.3973, -3.9649], [2.8666, 1.5096, -2.6530], [3.6033, 0.2112, -2.3365], [5.0790, 0.4889, -2.0655], [3.4483, -0.7468, -3.5147], [3.0253, -0.2920, -1.1231], [2.8761, -1.9071, -0.6613], [1.2935, -2.8408, -1.5151], [4.4019, -2.5260, -0.9048], [4.8150, -3.8853, -1.0549], [4.5731, -4.3329, -2.4932], [6.3075, -3.8951, -0.7420], [4.0684, -4.7999, -0.0872], [2.6087, -1.7883, 0.9740], [3.3334, -1.2632, 2.0834], [3.5715, -2.4162, 3.0539], [2.4340, -0.2207, 2.7318], [4.6648, -0.6419, 1.6716], [3.2975, 1.9917, -3.5333], [2.9389, 2.2001, -1.8127], [1.8134, 1.3057, -2.8548], [5.5654, 0.8924, -2.9574], [5.5770, -0.4364, -1.7734], [5.1825, 1.2133, -1.2543], [3.8397, -0.2700, -4.4173], [2.3999, -1.0025, -3.6645], [3.9983, -1.6707, -3.3463], [5.1465, -3.7096, -3.1830], [3.5126, -4.2450, -2.7327], [4.8868, -5.3712, -2.6261], [6.8326, -3.2090, -1.4093], [6.7236, -4.8971, -0.8690], [6.4778, -3.5733, 0.2873], [2.9967, -4.7747, -0.2897], [4.2352, -4.4811, 0.9424], [4.4256, -5.8272, -0.1945], [2.6241, -2.9066, 3.2829], [4.0166, -2.0516, 3.9828], [4.2456, -3.1522, 2.6136], [1.4802, -0.6734, 3.0144], [2.2400, 0.5980, 2.0380], [2.8953, 0.2064, 3.6249], [5.3121, -1.3886, 1.2108], [5.1668, -0.2294, 2.5503], [4.5054, 0.1592, 0.9501]], "forces_ev_per_a": [[0.0, 0.0, 0.0], [0.0, 0.0, 0.0], [0.0, 0.0, 0.0], [0.0, 0.0, 0.0], [0.1, 0.0, 0.0], [-0.1, -0.1, 0.1], [0.0, 0.0, 0.0], [0.0, 0.0, 0.0], [0.0, 0.1, 0.0], [-0.1, 0.0, -0.1], [0.0, 0.0, 0.0], [0.0, 0.0, 0.0], [0.0, 0.0, 0.0], [0.0, 0.0, 0.0], [0.0, 0.0, 0.0], [0.0, 0.0, 0.0], [0.0, 0.0, 0.0], [0.0, 0.0, 0.0], [0.0, 0.2, 0.0], [0.3, 0.0, 0.2], [0.0, -0.1, -0.1], [0.0, 0.1, 0.0], [-0.1, -0.1, -0.1], [0.0, 0.0, 0.0], [0.0, 0.0, 0.0], [0.0, 0.0, 0.0], [0.0, 0.0, 0.0], [0.0, 0.0, 0.0], [0.0, 0.0, 0.0], [0.0, 0.0, 0.0], [0.0, 0.0, 0.0], [0.0, 0.0, 0.0], [0.0, 0.0, 0.0], [0.0, 0.0, 0.0], [0.0, 0.0, 0.0], [0.0, 0.0, 0.0], [0.0, 0.0, 0.0], [0.0, 0.0, 0.0], [0.0, 0.0, 0.0], [0.0, 0.0, 0.0], [0.0, 0.0, 0.0], [0.0, 0.0, 0.0], [0.0, 0.0, 0.0], [0.0, 0.0, 0.0], [0.0, 0.0, 0.0], [0.0, 0.0, 0.0], [0.0, 0.0, 0.0], [0.0, 0.0, 0.0], [0.0, 0.0, 0.0], [0.0, 0.0, 0.0], [0.0, 0.0, 0.0], [0.0, 0.0, 0.0], [0.0, 0.0, 0.0], [0.0, 0.0, 0.0], [0.0, 0.0, 0.0], [0.0, 0.0, 0.0], [0.0, 0.0, 0.0], [0.0, 0.0, 0.0], [0.0, 0.0, 0.0], [0.0, 0.0, 0.0], [0.0, 0.0, 0.0], [0.0, 0.0, 0.0], [0.0, 0.0, 0.0], [0.0, 0.0, 0.0], [0.0, 0.0, 0.0], [0.0, 0.0, 0.0], [0.0, 0.0, 0.0], [0.0, 0.0, 0.0], [0.0, 0.0, 0.0], [0.0, 0.0, 0.0], [0.0, 0.0, 0.0], [0.0, 0.0, 0.0], [0.1, 0.0, 0.1], [-0.1, 0.1, 0.1], [0.0, 0.0, 0.0], [0.0, 0.0, 0.0], [0.1, -0.2, 0.0], [-0.1, 0.0, -0.1], [0.0, 0.0, -0.1], [0.0, 0.0, 0.0], [0.0, 0.0, 0.0], [0.0, 0.0, 0.0], [0.0, 0.0, 0.0], [0.0, 0.0, 0.0], [-0.1, 0.1, -0.1], [0.0, 0.0, 0.0], [0.0, 0.0, 0.0], [0.0, 0.0, 0.0], [0.0, 0.0, 0.0], [0.0, 0.0, 0.0], [0.0, 0.0, -0.1], [0.0, 0.0, 0.0], [0.0, 0.0, 0.0], [0.0, 0.0, 0.0], [0.0, 0.0, 0.0], [0.0, 0.0, 0.0], [0.0, 0.0, 0.0], [0.0, 0.0, 0.0], [0.0, 0.0, 0.0], [0.0, 0.0, 0.0], [0.0, 0.0, 0.0], [0.0, 0.0, 0.0], [0.0, 0.0, 0.0], [0.0, 0.0, 0.0], [0.0, 0.0, 0.0], [0.0, 0.0, 0.0], [0.0, 0.0, 0.0], [0.0, 0.0, 0.0], [0.0, 0.0, 0.0], [0.0, 0.0, 0.0], [0.0, 0.0, 0.0], [0.0, 0.0, 0.0], [0.0, 0.0, 0.0], [0.0, 0.0, 0.0], [0.0, 0.0, 0.0], [0.0, 0.0, 0.0]], "mulliken_charge": [0.414, -1.487, 0.500, -1.310, -0.136, 0.942, -0.072, -0.999, 1.839, -0.686, -0.714, -0.778, 0.233, -1.618, 3.158, -2.067, -1.391, -1.847, 0.412, 0.527, -0.664, -1.037, 0.625, -1.369, 2.519, -1.172, -1.474, -2.402, 2.531, -1.877, -1.646, -1.113, 0.381, 0.256, 0.187, 0.456, -0.172, 0.393, 0.516, 0.253, 0.243, 0.321, 0.381, 0.482, 0.389, 0.629, -0.212, 0.450, 0.114, 0.408, 0.442, 0.396, 0.128, 0.133, -0.116, 0.378, 0.396, 0.196, 0.404, 0.423, 0.448, 0.366, 0.451, 0.322, 0.369, 0.454, 0.368, 0.439, 0.165, 0.178, -0.435, 0.528, -1.844, 1.749, -1.407, -1.613, 0.706, -0.745, -0.766, 0.161, 1.731, -1.711, -1.779, -1.325, 0.878, 2.055, -2.082, -0.886, -0.971, 0.543, 0.115, 0.302, 0.485, 0.003, 0.126, 0.512, 0.249, 0.147, 0.291, 0.243, 0.519, 0.308, 0.403, 0.367, 0.200, 0.157, 0.557, 0.232, 0.439, 0.404, 0.200, -0.630, 0.602, 0.047, 0.488, -0.212]}

{"formula": "C2H5N3P", "method": "ωB97M-V with the def2-TZVPD basis set", "total_charge": 1, "gap_ev": [8.5, 8.5], "e_tot_ev": -15903.874, "relative_energy_ev": 2.662, "lumo_energy_ev": [-5.11, -5.11], "homo_ev": [-13.6, -13.6], "elements": ["C", "C", "N", "N", "N", "P", "H", "H", "H", "H", "H"], "coordinates": [[-2.0703, 0.3141, -0.1929], [1.7274, 0.5098, 0.4061], [0.1400, -1.8247, -0.4358], [0.4068, 0.5906, 0.3670], [-3.1738, 0.4980, 0.0824], [-0.6007, -0.9345, 0.5173], [-0.0246, -2.7751, -0.4573], [2.5680, 1.2354, 0.7811], [2.1945, -0.3673, 0.0554], [0.1682, 1.5692, 0.6161], [-4.1126, 0.3288, 0.5843]], "forces_ev_per_a": [[-0.7, 0.1, -0.4], [-0.4, 1.0, 0.3], [1.1, 1.5, -1.0], [4.7, 2.1, 1.0], [-2.9, -0.5, 1.4], [-0.4, 0.4, 1.2], [-0.3, -2.4, -0.2], [-2.5, -0.4, -0.8], [0.0, -1.5, -0.2], [-0.9, -1.0, 0.1], [2.2, 0.7, -1.4]], "mulliken_charge": [0.169, -0.185, -0.453, -0.172, -0.162, 0.221, 0.273, 0.261, 0.337, 0.325, 0.387]}